No. 1
An isolated molecule of CH4NP3 in a non-equilibrium geometry. Source: OMol25; level of theory: ωB97M-V with the def2-TZVPD basis set.

```
9
CH4NP3 ωB97M-V with the def2-TZVPD basis set
C 2.21 -0.47 0.29
H -2.49 1.31 1.01
P -0.74 0.13 -0.88
H 0.90 -2.08 -0.93
P 0.62 -1.12 -0.02
N 3.22 0.12 0.18
H -1.93 2.09 -0.84
H -0.52 -1.88 0.88
P -1.27 1.90 0.30
```

Its largest force on an atom is 4.3 eV/A. The calculation puts the energy relative to the best compared isomer or geometry (same formula, charge and spin) at 305.9 kJ/mol. Its structure (SMILES) is N#C[PH2]=P#[PH2]. For the HOMO energy, the calculation gives -7.5 eV. The calculation puts the HOMO-LUMO gap at 6.54 eV.

***

No. 2
A 2-piece molecular cluster, CH4NS overall in a non-equilibrium geometry. Source: OMol25; level of theory: ωB97M-V with the def2-TZVPD basis set.

```
7
CH4NS ωB97M-V with the def2-TZVPD basis set
H -2.05 1.10 0.95
S 1.55 0.39 -1.08
H 2.56 1.27 -0.93
H -1.49 -1.88 1.17
N -1.99 -1.00 1.53
C -1.56 0.06 0.83
H -0.52 0.02 0.45
```

Its largest force on an atom is 4.2 eV/A. The calculation puts the energy relative to the best compared isomer or geometry (same formula, charge and spin) at 52.7 kJ/mol. For the HOMO energy (alpha / beta), the calculation gives -10.0 / -9.9 eV. As for the expectation value of S²: 0.753. The calculation puts the HOMO-LUMO gap (alpha / beta) at 10.82 / 7.09 eV. The multiplicity is 2.

***

No. 3
An isolated ion of composition CH4NS3 and charge +1 in a non-equilibrium geometry. Source: OMol25; level of theory: ωB97M-V with the def2-TZVPD basis set.

```
9
CH4NS3 ωB97M-V with the def2-TZVPD basis set
H 1.72 -1.10 -0.15
S -2.01 -0.21 0.13
H -0.23 -0.37 -1.70
N 0.86 -0.69 0.21
H 1.01 0.14 0.79
C -0.36 -0.15 -0.60
S 0.04 1.70 -0.54
H 0.49 -1.31 0.93
S -1.52 1.99 0.95
```

Its largest force on an atom is 2.8 eV/A. For the HOMO energy (alpha / beta), the calculation gives -12.2 / -13.8 eV. As for the expectation value of S²: 2.011. Its net charge is +1. The calculation puts the HOMO-LUMO gap (alpha / beta) at 7.05 / 6.71 eV. The multiplicity is 3.

***

No. 4
An isolated molecule of CH4O in a non-equilibrium geometry. Source: OMol25; level of theory: ωB97M-V with the def2-TZVPD basis set.

```
6
CH4O ωB97M-V with the def2-TZVPD basis set
C -0.36 -0.03 -0.03
O 0.96 -0.24 -0.08
H -0.73 1.02 -0.05
H 1.54 0.66 0.15
H -0.78 -0.63 -0.76
H -0.63 -0.79 0.77
```

Its largest force on an atom is 8.3 eV/A. The calculation puts the energy relative to the best compared isomer or geometry (same formula, charge and spin) at 116.6 kJ/mol. Its structure (SMILES) is CO. For the HOMO energy, the calculation gives -9.6 eV. The calculation puts the HOMO-LUMO gap at 10.45 eV.

***

No. 5
An isolated molecule of CH4O in a non-equilibrium geometry. Source: OMol25; level of theory: ωB97M-V with the def2-TZVPD basis set.

```
6
CH4O ωB97M-V with the def2-TZVPD basis set
C 24.16 36.96 -19.88
H 23.50 38.41 -18.96
H 24.91 36.92 -19.08
H 23.37 36.27 -19.56
O 23.75 38.33 -19.88
H 24.75 36.67 -20.75
```

Its largest force on an atom is 1.7 eV/A. The calculation puts the energy relative to the best compared isomer or geometry (same formula, charge and spin) at 23.8 kJ/mol. Its structure (SMILES) is CO. For the HOMO energy, the calculation gives -10.4 eV. The calculation puts the HOMO-LUMO gap at 11.41 eV.

***

No. 6
An isolated molecule of CH4O in a non-equilibrium geometry. Source: OMol25; level of theory: ωB97M-V with the def2-TZVPD basis set.

```
6
CH4O ωB97M-V with the def2-TZVPD basis set
H 0.76 0.18 -0.90
O -1.00 -0.24 0.14
H 0.50 0.84 0.74
H -1.45 0.14 -0.65
H 0.73 -0.92 0.55
C 0.46 0.00 0.11
```

Its largest force on an atom is 3.6 eV/A. The calculation puts the energy relative to the best compared isomer or geometry (same formula, charge and spin) at 40.2 kJ/mol. Its structure (SMILES) is CO. For the HOMO energy, the calculation gives -10.3 eV. The calculation puts the HOMO-LUMO gap at 11.31 eV.

***

No. 7
A 2-piece molecular cluster, CH4O2 overall in a non-equilibrium geometry. Source: OMol25; level of theory: ωB97M-V with the def2-TZVPD basis set.

```
7
CH4O2 ωB97M-V with the def2-TZVPD basis set
C -0.14 1.43 0.29
H -0.38 -1.54 0.03
O -0.04 -2.01 -0.75
H -1.04 1.49 -0.30
H 0.41 2.33 0.59
H 0.91 -1.99 -0.62
O 0.28 0.29 0.77
```

Its largest force on an atom is 1.2 eV/A. The calculation puts the energy relative to the best compared isomer or geometry (same formula, charge and spin) at 0.0 kJ/mol. For the HOMO energy (alpha / beta), the calculation gives 0.3 / -2.8 eV. As for the expectation value of S²: 0.754. Its net charge is -1. The calculation puts the HOMO-LUMO gap (alpha / beta) at 4.66 / 7.76 eV. The multiplicity is 2.

***

No. 8
An isolated molecule of CH4O2 in a non-equilibrium geometry. Source: OMol25; level of theory: ωB97M-V with the def2-TZVPD basis set.

```
7
CH4O2 ωB97M-V with the def2-TZVPD basis set
C 0.13 -0.12 0.23
H 0.24 -1.28 -1.63
H -0.46 -0.41 1.12
O -0.29 -1.11 -0.74
H 1.23 -0.08 0.23
H -0.02 1.42 -1.02
O -0.23 1.17 -0.06
```

Its largest force on an atom is 3.6 eV/A. The calculation puts the energy relative to the best compared isomer or geometry (same formula, charge and spin) at 24.7 kJ/mol. Its structure (SMILES) is OCO. For the HOMO energy, the calculation gives -10.5 eV. The calculation puts the HOMO-LUMO gap at 11.19 eV.

***

No. 9
A 2-piece molecular cluster, CH4O2P2 overall in a non-equilibrium geometry. Source: OMol25; level of theory: ωB97M-V with the def2-TZVPD basis set.

```
9
CH4O2P2 ωB97M-V with the def2-TZVPD basis set
O 4.04 -0.22 -1.04
P 1.05 -1.05 0.61
H -1.32 -0.09 -0.12
C -0.33 0.18 0.49
H 1.51 -1.51 -1.23
O 2.25 0.11 0.58
H -0.79 0.20 1.57
P 3.81 0.45 0.22
H -0.02 1.20 0.19
```

Its largest force on an atom is 3.9 eV/A. The calculation puts the energy relative to the best compared isomer or geometry (same formula, charge and spin) at 164.9 kJ/mol. For the HOMO energy, the calculation gives -9.2 eV. The calculation puts the HOMO-LUMO gap at 8.90 eV.

***

No. 10
An isolated ion of composition CH4O2PS and charge -1 in a non-equilibrium geometry. Source: OMol25; level of theory: ωB97M-V with the def2-TZVPD basis set.

```
9
CH4O2PS ωB97M-V with the def2-TZVPD basis set
H 0.55 1.24 -0.76
C -0.13 0.95 -0.01
H 1.22 -2.09 0.74
P 0.37 -0.18 1.53
H -1.60 -1.01 -0.42
O 0.37 -1.68 0.61
H -0.55 1.91 0.45
O 1.88 0.01 1.68
S -1.80 0.30 -0.76
```

Its largest force on an atom is 3.8 eV/A. The calculation puts the energy relative to the best compared isomer or geometry (same formula, charge and spin) at 244.9 kJ/mol. Its structure (SMILES) is [O-]P(O)CS. For the HOMO energy, the calculation gives -3.2 eV. Its net charge is -1. The calculation puts the HOMO-LUMO gap at 6.78 eV.

***

No. 11
A 2-piece molecular cluster, CH4O2S overall in a non-equilibrium geometry. Source: OMol25; level of theory: ωB97M-V with the def2-TZVPD basis set.

```
8
CH4O2S ωB97M-V with the def2-TZVPD basis set
O -3.48 0.84 0.25
C -3.02 -0.24 0.27
O -1.76 -0.58 -0.02
H 4.84 0.57 0.60
S 3.83 0.39 -0.26
H 4.67 -0.21 -1.11
H -3.69 -1.09 0.56
H -1.40 0.32 -0.29
```

Its largest force on an atom is 3.0 eV/A. The calculation puts the energy relative to the best compared isomer or geometry (same formula, charge and spin) at 26.2 kJ/mol. Its structure (SMILES) is O=CO.S. For the HOMO energy, the calculation gives -9.9 eV. The calculation puts the HOMO-LUMO gap at 10.56 eV.

***

No. 12
A 2-piece molecular cluster, CH4O2S overall in a non-equilibrium geometry. Source: OMol25; level of theory: ωB97M-V with the def2-TZVPD basis set.

```
8
CH4O2S ωB97M-V with the def2-TZVPD basis set
H 1.37 0.44 -0.77
H 2.18 -0.96 -0.01
H -2.91 0.98 -0.22
S -0.20 -1.14 0.13
O -2.20 0.87 0.41
O -1.15 -0.30 -0.64
H 1.52 0.34 1.01
C 1.39 -0.22 0.09
```

Its largest force on an atom is 1.7 eV/A. The calculation puts the energy relative to the best compared isomer or geometry (same formula, charge and spin) at 380.5 kJ/mol. For the HOMO energy (alpha / beta), the calculation gives -10.4 / -9.1 eV. The calculation puts the HOMO-LUMO gap (alpha / beta) at 9.45 / 8.91 eV.

***

No. 13
A 2-piece molecular cluster, CH4O2S overall in a non-equilibrium geometry. Source: OMol25; level of theory: ωB97M-V with the def2-TZVPD basis set.

```
8
CH4O2S ωB97M-V with the def2-TZVPD basis set
H 2.82 0.47 0.69
H -3.02 0.84 -0.34
S -2.12 -0.28 -0.32
O -0.73 0.06 0.06
H -2.77 -0.74 0.85
C 2.13 0.00 0.00
H 2.21 0.64 -0.97
O 1.49 -1.00 0.04
```

Its largest force on an atom is 7.6 eV/A. The calculation puts the energy relative to the best compared isomer or geometry (same formula, charge and spin) at 221.1 kJ/mol. For the HOMO energy (alpha / beta), the calculation gives -6.0 / -9.7 eV. As for the expectation value of S²: 2.006. The calculation puts the HOMO-LUMO gap (alpha / beta) at 6.44 / 7.88 eV. The multiplicity is 3.

***

No. 14
A 2-piece molecular cluster, CH4O4P overall in a non-equilibrium geometry. Source: OMol25; level of theory: ωB97M-V with the def2-TZVPD basis set.

```
10
CH4O4P ωB97M-V with the def2-TZVPD basis set
O 1.02 -0.88 1.12
C -0.03 -0.19 0.61
H -0.93 -1.30 0.29
O 1.95 0.76 -0.91
H 1.84 -0.35 0.66
H -1.20 1.42 1.07
O -0.75 0.62 1.55
O -0.09 2.18 -0.67
H -0.15 0.37 -1.88
P 0.50 0.83 -0.81
```

Its largest force on an atom is 5.0 eV/A. The calculation puts the energy relative to the best compared isomer or geometry (same formula, charge and spin) at 99.2 kJ/mol. For the HOMO energy, the calculation gives -5.2 eV. Its net charge is -1. The calculation puts the HOMO-LUMO gap at 9.48 eV.

***

No. 15
A 2-piece molecular cluster, CH4O4P2 overall in a non-equilibrium geometry. Source: OMol25; level of theory: ωB97M-V with the def2-TZVPD basis set.

```
11
CH4O4P2 ωB97M-V with the def2-TZVPD basis set
P -2.74 0.07 0.08
H -2.64 1.05 1.06
O 4.08 -0.79 0.20
O -4.07 -0.56 -0.20
O -1.56 -0.82 0.32
O 3.32 1.24 -1.01
P 2.97 0.05 -0.22
C 1.31 -0.40 0.02
H 0.68 0.40 0.05
H 1.26 -1.20 0.72
H -2.60 0.97 -1.02
```

Its largest force on an atom is 4.7 eV/A. The calculation puts the energy relative to the best compared isomer or geometry (same formula, charge and spin) at 27.8 kJ/mol. For the HOMO energy, the calculation gives -0.3 eV. Its net charge is -2. The calculation puts the HOMO-LUMO gap at 6.88 eV.

***

No. 16
A 2-piece molecular cluster, CH4OS2 overall in a non-equilibrium geometry. Source: OMol25; level of theory: ωB97M-V with the def2-TZVPD basis set.

```
8
CH4OS2 ωB97M-V with the def2-TZVPD basis set
H 0.32 -2.18 0.03
C 1.66 0.98 0.10
S -1.51 0.73 0.53
O 2.63 0.22 -0.08
H 1.05 1.02 -0.91
H -2.76 0.29 0.36
S -0.44 -1.26 -0.56
H 1.59 1.67 0.91
```

Its largest force on an atom is 5.9 eV/A. The calculation puts the energy relative to the best compared isomer or geometry (same formula, charge and spin) at 270.2 kJ/mol. For the HOMO energy (alpha / beta), the calculation gives -15.5 / -14.6 eV. As for the expectation value of S²: 0.779. Its net charge is +1. The calculation puts the HOMO-LUMO gap (alpha / beta) at 7.39 / 4.99 eV. The multiplicity is 2.

***

No. 17
An isolated molecule of CH4P2 in a non-equilibrium geometry. Source: OMol25; level of theory: ωB97M-V with the def2-TZVPD basis set.

```
7
CH4P2 ωB97M-V with the def2-TZVPD basis set
P -1.47 0.15 0.32
H 2.42 0.39 -1.28
H -1.70 -1.15 -0.08
H -1.61 -0.31 1.61
H 0.77 1.12 0.46
P 1.22 -0.47 -1.14
C 0.37 0.27 0.12
```

Its largest force on an atom is 4.2 eV/A. The calculation puts the energy relative to the best compared isomer or geometry (same formula, charge and spin) at 75.6 kJ/mol. Its structure (SMILES) is [H]/P=C/P. For the HOMO energy, the calculation gives -9.1 eV. The calculation puts the HOMO-LUMO gap at 8.97 eV.

***

No. 18
A 2-piece molecular cluster, CH4P2S overall in a non-equilibrium geometry. Source: OMol25; level of theory: ωB97M-V with the def2-TZVPD basis set.

```
8
CH4P2S ωB97M-V with the def2-TZVPD basis set
H 2.41 -2.39 1.79
H -0.19 1.79 0.10
S -2.77 -0.56 0.21
H 0.65 0.82 -1.12
H -1.14 1.21 -1.33
C -0.36 1.04 -0.67
P -0.82 -0.62 0.17
P 2.23 -1.29 0.84
```

Its largest force on an atom is 4.0 eV/A. The calculation puts the energy relative to the best compared isomer or geometry (same formula, charge and spin) at 339.8 kJ/mol. For the HOMO energy (alpha / beta), the calculation gives -8.4 / -8.5 eV. The calculation puts the HOMO-LUMO gap (alpha / beta) at 6.77 / 6.71 eV.

***

No. 19
An isolated molecule of CH4S2 in a non-equilibrium geometry. Source: OMol25; level of theory: ωB97M-V with the def2-TZVPD basis set.

```
7
CH4S2 ωB97M-V with the def2-TZVPD basis set
H 0.28 -0.32 -1.55
S 0.71 0.99 0.51
H -1.04 -0.37 -0.28
H 0.17 -1.18 1.35
H -0.88 1.08 -1.21
C -0.31 0.23 -0.82
S 1.08 -0.42 2.01
```

Its largest force on an atom is 1.8 eV/A. The calculation puts the energy relative to the best compared isomer or geometry (same formula, charge and spin) at 57.2 kJ/mol. Its structure (SMILES) is CSS. For the HOMO energy, the calculation gives -8.1 eV. The calculation puts the HOMO-LUMO gap at 8.62 eV.

***

No. 20
CH5AlB3F4O5 as an isolated structure in a non-equilibrium geometry. Source: OMol25; level of theory: ωB97M-V with the def2-TZVPD basis set.

```
19
CH5AlB3F4O5 ωB97M-V with the def2-TZVPD basis set
O 4.12 0.37 0.92
O 4.44 -0.71 0.05
O 0.52 1.26 1.08
H 0.58 -2.10 -0.52
O 1.53 -0.87 1.12
F -5.69 -0.26 0.39
B 0.45 -1.31 0.36
B -0.57 0.66 0.43
F -5.80 0.09 -2.36
F -3.64 1.06 -0.91
F -3.96 -1.67 -1.26
B 1.64 0.50 0.88
Al -4.77 -0.20 -1.03
H -1.26 1.28 -0.30
H 3.97 -1.46 0.46
C 3.01 1.05 0.34
O -0.74 -0.69 0.61
H 3.12 2.12 0.47
H 3.03 0.86 -0.73
```

Its largest force on an atom is 1.3 eV/A. For the HOMO energy, the calculation gives -8.1 eV. Its net charge is -1. The calculation puts the HOMO-LUMO gap at 10.53 eV.